Formula: C5H11O2
Source: the OMol25 dataset
Level of theory: ωB97M-V with the def2-TZVPD basis set

highest occupied orbital energy = -3.4147 eV
ΔE to the lowest compared entry with this formula, charge and spin = 50.1 kcal per mole
net charge = -1
2S+1 = 1
largest force on an atom = 5.747 eV/A

XYZ file:
```
18
Properties=species:S:1:pos:R:3:mulliken_charge:R:1
C -0.49951 -1.42501 -1.65158 -0.606
C -1.86065 -1.54373 -2.36908 0.487
O -2.78275 -0.94721 -1.93859 -0.658
O -1.75071 -2.31767 -3.31295 -0.731
H -0.00674 -0.45601 -1.81204 0.132
H 0.12805 -2.29669 -1.95510 0.265
H -0.75836 -1.77845 -0.57570 0.143
C 0.85386 0.43801 1.25233 -0.109
C -0.23486 0.76320 0.34303 -1.503
C 1.51353 1.60325 2.05122 -1.205
H 1.64221 -0.19878 0.86353 0.379
H 0.40296 -0.26585 1.89765 0.289
H -0.35627 1.78000 0.51332 0.483
H -0.10218 0.75104 -0.70432 0.262
H 1.91707 1.17903 2.98206 0.302
H 0.76552 2.34176 2.20372 0.355
H -1.29788 0.34000 0.42215 0.361
H 2.42671 2.03312 1.79036 0.353
```

Formula: C19H24N3O
Source: the OMol25 dataset
Level of theory: ωB97M-V with the def2-TZVPD basis set

highest occupied orbital energy = -10.0008 eV
ΔE to the lowest compared entry with this formula, charge and spin = 62.2 kcal per mole
net charge = +1
2S+1 = 1
largest force on an atom = 2.077 eV/A

XYZ file:
```
47
Properties=species:S:1:pos:R:3:mulliken_charge:R:1
C 5.95357 -1.27664 2.65513 -0.807
O 5.42645 -0.12185 3.34370 -0.433
C 4.11829 0.18688 3.14469 0.904
C 3.24640 -0.59122 2.34379 -0.730
C 1.90923 -0.24119 2.25177 -0.862
C 1.39860 0.91264 2.88840 0.608
C -0.00374 1.25115 2.77909 -1.292
C -0.99914 0.28372 2.97823 1.894
C -2.44032 0.52848 2.95387 0.281
C -3.20024 1.67884 2.80041 -0.296
C -4.60267 1.55891 2.82155 -0.848
C -5.22772 0.31348 3.00591 -0.688
C -4.46365 -0.85436 3.18135 -0.871
C -3.08334 -0.71428 3.15004 0.155
N -2.08699 -1.68324 3.33566 0.142
C -2.31857 -3.08553 3.61742 -0.873
C -0.85718 -1.10476 3.24970 -0.666
C 2.30159 1.70462 3.64830 -0.440
C 3.62010 1.33993 3.80258 -0.823
H 6.99802 -1.31304 2.95922 0.244
H 5.43444 -2.19431 2.96321 0.337
H 5.87753 -1.15686 1.56584 0.347
H 3.62151 -1.47377 1.81970 0.378
H 1.23681 -0.88574 1.68269 0.588
H -0.29152 2.29297 2.94809 0.593
H -2.69968 2.64182 2.68106 0.397
H -5.22049 2.44862 2.69683 0.399
H -6.31563 0.24960 3.01524 0.398
H -4.90754 -1.83560 3.33699 0.262
H -3.39463 -3.27280 3.63396 0.280
H -1.84999 -3.71572 2.85024 0.334
H -1.88719 -3.36485 4.58817 0.345
H 0.04855 -1.68585 3.40152 0.715
H 1.92234 2.59828 4.14679 0.418
H 4.30723 1.91490 4.41937 0.437
C 0.13550 4.26121 -0.15397 -0.860
N 0.69742 2.91839 -0.13249 0.301
C 1.41217 2.58413 -1.35820 -0.913
N -0.23538 1.96426 0.20665 -0.670
H 0.97548 4.95688 -0.26745 0.326
H -0.56165 4.41696 -0.99806 0.317
H -0.38658 4.46297 0.78672 0.253
H 2.24215 3.29556 -1.45082 0.329
H 1.80328 1.56285 -1.30183 0.292
H 0.77482 2.67845 -2.25784 0.313
H 0.15352 1.02617 0.21854 0.314
H -0.83343 2.22830 0.98257 0.174
```

Formula: C11H23N5O3S
Source: the OMol25 dataset
Level of theory: ωB97M-V with the def2-TZVPD basis set

highest occupied orbital energy = -8.3573 eV
ΔE to the lowest compared entry with this formula, charge and spin = 45.2 kcal per mole
2S+1 = 1
largest force on an atom = 4.389 eV/A

XYZ file:
```
43
Properties=species:S:1:pos:R:3:mulliken_charge:R:1
H 1.31751 5.89960 1.44590 0.192
N 0.79065 4.98530 1.50487 -0.682
C -0.25658 5.18451 0.77275 0.461
N -0.48614 6.36827 -0.00997 -0.546
N -1.34252 4.23141 0.79754 -0.235
C -2.07885 3.71103 -0.35287 -1.073
C -1.20407 2.96489 -1.40965 -0.650
C -0.07601 2.02667 -0.78946 -1.276
C -0.68267 0.80213 -0.04931 0.674
N 0.38154 0.03580 0.48847 0.009
C -0.03390 -1.00947 1.14363 0.427
O -1.22360 -1.18198 1.44973 -0.723
C 0.92981 -2.20553 1.42991 0.000
N 0.52053 -2.96252 2.62266 -0.752
C 0.90260 -3.17368 0.29356 -0.686
C 2.23362 -4.04766 0.31194 -0.796
S 2.10659 -5.24679 -0.96505 -0.097
C 2.55223 -4.19521 -2.37958 -0.734
C -1.73687 0.10310 -0.81893 -0.157
O -2.87137 0.44077 -0.92897 -0.550
O -1.19141 -0.87018 -1.51682 -0.369
H 0.10341 7.16750 0.45714 0.282
H -1.53623 6.51868 -0.04246 0.250
H -1.10063 3.45627 1.38718 0.318
H -2.58954 4.54271 -0.88204 0.356
H -2.82784 3.08881 0.07506 0.532
H -1.83558 2.28812 -2.05871 0.399
H -0.79722 3.80716 -1.98588 0.425
H 0.62906 1.76277 -1.56292 0.586
H 0.51921 2.58405 -0.01945 0.461
H -1.32838 1.28398 0.72022 -0.087
H 1.37065 0.27722 0.17951 0.408
H 2.01527 -1.96699 1.50450 0.491
H -0.51569 -2.95412 2.60361 0.313
H 0.81147 -2.47225 3.52482 0.259
H 0.90311 -2.56281 -0.57448 0.396
H 0.02513 -3.89956 0.13411 0.284
H 2.16129 -4.54831 1.25460 0.414
H 3.18902 -3.48596 0.27753 0.322
H 2.60172 -4.93937 -3.21416 0.311
H 3.35185 -3.59442 -2.09901 0.280
H 1.70044 -3.56744 -2.61260 0.185
H -1.92665 -1.41844 -1.84009 0.375
```

Question: Number 1 is which compound?
Answer: C5H11O2

Question: Number 1 is which compound?
Answer: C5H11O2

Question: Look up the largest force on an atom of the third one.
Answer: 4.389 eV/A